Entry 1:
A molecular structure, C47H37As3AuOS4. Source: the OMol25 dataset; level of theory: ωB97M-V with the def2-TZVPD basis set.

The geometry in XYZ format:
```
93
C47H37As3AuOS4 ωB97M-V with the def2-TZVPD basis set
C 3.438 2.259 -2.292
C 3.966 1.160 -1.446
H -0.688 -1.613 -5.367
H 0.504 3.982 -2.511
H 0.417 0.052 6.306
C 5.220 0.576 -1.569
H -3.146 -3.864 -1.721
C 2.134 2.667 -2.002
H 0.700 4.544 -0.120
H 4.070 4.405 -4.829
H -8.165 0.536 -1.293
H -1.764 -0.790 2.731
H 2.358 -1.943 3.060
C -6.176 1.174 -0.815
H -7.497 -1.796 -1.762
C 2.223 4.307 -3.745
C 1.467 -1.482 3.471
C -5.426 -1.453 -1.340
C 3.258 -5.705 0.893
H 1.755 5.099 -4.313
C 3.460 -0.332 0.395
H 3.861 -4.965 -1.027
C -2.369 3.491 1.231
C 2.427 -5.514 1.992
C 0.382 -0.361 5.306
S -3.557 5.261 -0.499
C 5.589 -0.455 -0.715
C 1.779 4.738 3.082
C -1.501 -1.415 -3.394
H -1.211 -3.878 0.052
C 1.554 -4.436 2.024
H -4.100 1.514 -0.389
C -1.397 -3.159 0.851
C -7.128 0.242 -1.198
C 1.514 -0.941 4.750
C 3.524 3.913 -4.035
As 1.444 1.676 -0.498
C 3.215 -4.817 -0.171
As -2.619 -1.026 -0.764
C 1.510 -3.538 0.958
C 1.209 5.128 1.876
H -3.086 -1.934 1.500
C 4.715 -0.911 0.265
C -2.348 -4.043 -3.692
C 1.642 2.939 0.967
C 3.096 0.696 -0.457
H 5.005 -1.722 0.920
C 1.522 3.679 -2.723
H -1.150 -0.396 -3.276
C 0.288 -1.451 2.728
C 2.274 3.452 3.230
C -4.846 0.792 -0.694
C -2.620 -3.354 -2.518
H 5.914 0.918 -2.326
C -1.234 -2.102 -4.570
H -6.467 2.197 -0.612
H -1.452 -3.950 -5.638
C -2.201 -2.035 -2.365
S -1.985 3.067 -1.494
H 2.436 -0.980 5.316
H 2.318 -3.038 -0.968
H -2.671 -5.070 -3.801
H 3.938 -6.547 0.870
C -0.838 -0.853 3.293
C -4.468 -0.518 -0.958
H 2.779 -0.686 1.160
Au -0.796 0.571 -0.375
C -2.574 3.860 -0.231
H -1.445 -3.714 1.788
H 0.828 6.135 1.755
H 5.142 2.595 -3.560
C -6.753 -1.070 -1.460
C -3.837 5.714 1.213
C -2.715 -2.422 0.599
C 1.138 4.229 0.821
C -1.660 -3.415 -4.721
S -3.013 4.627 2.371
S -1.625 2.186 1.799
H -3.496 -3.115 0.286
C 2.208 2.550 2.174
H 2.459 -6.208 2.822
H 6.567 -0.907 -0.817
C -0.795 -0.317 4.574
C 4.130 2.892 -3.317
C 2.342 -3.735 -0.139
H 0.914 -4.294 2.886
H 2.593 1.546 2.304
H 1.842 5.441 3.903
As 0.251 -2.058 0.875
H -1.683 0.136 4.998
O -4.392 6.709 1.537
H 2.721 3.147 4.167
H -5.144 -2.474 -1.565
```

## Properties
* spin multiplicity: 1
* E: -280930.977 eV
* E_HOMO: -0.3652 hartree
* Kohn-Sham gap: 5.103 eV
* largest force on an atom: 0.744 eV/A
* charge: +1

---

Entry 2:
A single C7H10N2 molecule in a non-equilibrium geometry. Source: the OMol25 dataset; level of theory: ωB97M-V with the def2-TZVPD basis set.

The geometry in XYZ format:
```
19
C7H10N2 ωB97M-V with the def2-TZVPD basis set
C 1.334 0.341 -0.581
H 2.129 -0.206 1.215
C -2.353 0.092 -0.578
C 1.990 -0.737 0.280
H -1.143 -1.002 -1.965
C -2.036 0.427 0.806
H 1.501 0.032 -1.599
H -0.105 0.322 2.030
N 1.637 1.668 -0.143
H -2.791 0.901 1.502
C -0.723 0.183 1.163
H 0.392 -1.975 0.956
C -1.203 -0.429 -1.100
H 0.872 2.113 0.667
H -3.212 0.431 -1.270
C -0.042 -0.293 -0.089
N 0.660 -1.554 0.182
H 2.770 -1.378 -0.107
H 1.703 2.467 -1.106
```

## Properties
* spin multiplicity: 1
* E: -10396.599 eV
* E_HOMO: -0.2997 hartree
* structure (SMILES): N[C@H]1CNC12C=CC=C2
* Kohn-Sham gap: 8.591 eV
* largest force on an atom: 6.534 eV/A

---

Entry 3:
5 unconnected molecules or ions with the total composition C6H19NO4 in a non-equilibrium geometry. Source: the OMol25 dataset; level of theory: ωB97M-V with the def2-TZVPD basis set.

The geometry in XYZ format:
```
30
C6H19NO4 ωB97M-V with the def2-TZVPD basis set
H -2.648 -2.560 -0.615
O -0.217 0.122 3.066
H -0.309 1.284 -2.823
O -2.265 -1.248 1.772
C 0.451 0.767 -0.864
C 0.081 1.601 0.191
O 3.212 2.410 -1.217
H -0.129 -0.457 -2.548
H -0.691 -0.550 2.532
H 0.709 1.726 1.061
H 0.205 0.675 2.401
H -1.647 2.239 -0.594
H 1.119 -3.258 1.113
H 1.766 -1.713 1.817
H 0.562 -2.223 -0.921
C -0.341 0.482 -2.076
O -2.543 -1.661 -0.936
C 1.536 -0.245 -0.579
H -1.150 3.025 0.902
H 2.222 0.172 0.159
H -1.701 -1.267 -0.710
C 0.953 -1.570 -0.142
H -1.421 0.473 -1.863
H -2.676 -0.824 1.017
H -2.882 -1.400 2.493
H 2.152 -0.449 -1.458
H 2.584 2.231 -1.928
C 1.341 -2.209 0.953
H 2.762 2.130 -0.415
N -1.036 2.296 0.210
```

## Properties
* spin multiplicity: 2
* E: -16201.157 eV
* E_HOMO (spin up / spin down): -0.5096 / -0.5104 hartree
* Kohn-Sham gap (spin up / spin down): 10.126 / 6.767 eV
* expectation value of S²: 0.7577
* largest force on an atom: 2.270 eV/A
* charge: +1

---

Entry 4:
A single C19H24N2O4S molecule. Source: the OMol25 dataset; level of theory: ωB97M-V with the def2-TZVPD basis set.

The geometry in XYZ format:
```
50
C19H24N2O4S ωB97M-V with the def2-TZVPD basis set
H -1.241 -1.795 2.202
H 3.505 3.497 -1.750
H 3.214 -3.109 -0.582
C -2.338 1.383 1.934
H 4.791 -0.954 -2.099
H 4.253 -0.084 -4.512
C -2.562 0.595 4.200
C -1.343 -0.013 7.012
H -1.932 0.562 -2.478
H -1.043 0.985 7.319
H -2.460 2.173 1.205
N -1.448 0.008 0.193
C -2.028 -0.626 3.807
H -0.339 -2.199 -3.363
C 1.984 2.173 -1.019
S 1.935 -0.768 -4.266
C 3.576 -0.540 -3.817
C -0.074 1.519 -1.969
H -1.257 -0.686 7.861
C 2.804 2.772 -2.152
O -2.987 0.919 5.456
C -1.654 -0.844 2.492
N -0.597 -0.906 -1.753
C 0.177 -1.937 -2.434
C -1.802 0.156 1.541
C 1.576 -1.504 -2.730
H 0.182 -2.805 -1.771
H -0.565 0.156 -3.520
H 1.386 2.947 -0.527
H -1.668 0.817 -0.365
C -2.788 0.011 6.519
O -0.501 2.645 -1.983
H 2.149 3.270 -2.863
H -3.129 2.544 3.548
H 3.316 -1.487 0.097
C -0.812 -1.047 -0.400
H -3.121 -0.996 6.238
O -0.478 -2.060 0.186
H -0.671 -0.347 6.225
H 2.623 1.672 -0.290
H 1.736 -2.247 -0.135
H -1.900 -1.434 4.511
C 3.824 -1.000 -2.568
H 3.356 1.988 -2.667
C -0.863 0.310 -2.479
C 2.730 -2.131 -0.556
C -2.712 1.598 3.241
H -3.443 0.378 7.314
O 1.111 1.153 -1.506
C 2.680 -1.553 -1.931
```

## Properties
* spin multiplicity: 1
* E: -42098.773 eV
* E_HOMO: -0.2857 hartree
* structure (SMILES): CCOC(=O)CN(Cc1sccc1C)C(=O)Nc1ccc(OCC)cc1
* Kohn-Sham gap: 8.434 eV
* largest force on an atom: 0.636 eV/A

---

Copy entry 4 word for word.
A single C19H24N2O4S molecule. Source: the OMol25 dataset; level of theory: ωB97M-V with the def2-TZVPD basis set.

The geometry in XYZ format:
```
50
C19H24N2O4S ωB97M-V with the def2-TZVPD basis set
H -1.241 -1.795 2.202
H 3.505 3.497 -1.750
H 3.214 -3.109 -0.582
C -2.338 1.383 1.934
H 4.791 -0.954 -2.099
H 4.253 -0.084 -4.512
C -2.562 0.595 4.200
C -1.343 -0.013 7.012
H -1.932 0.562 -2.478
H -1.043 0.985 7.319
H -2.460 2.173 1.205
N -1.448 0.008 0.193
C -2.028 -0.626 3.807
H -0.339 -2.199 -3.363
C 1.984 2.173 -1.019
S 1.935 -0.768 -4.266
C 3.576 -0.540 -3.817
C -0.074 1.519 -1.969
H -1.257 -0.686 7.861
C 2.804 2.772 -2.152
O -2.987 0.919 5.456
C -1.654 -0.844 2.492
N -0.597 -0.906 -1.753
C 0.177 -1.937 -2.434
C -1.802 0.156 1.541
C 1.576 -1.504 -2.730
H 0.182 -2.805 -1.771
H -0.565 0.156 -3.520
H 1.386 2.947 -0.527
H -1.668 0.817 -0.365
C -2.788 0.011 6.519
O -0.501 2.645 -1.983
H 2.149 3.270 -2.863
H -3.129 2.544 3.548
H 3.316 -1.487 0.097
C -0.812 -1.047 -0.400
H -3.121 -0.996 6.238
O -0.478 -2.060 0.186
H -0.671 -0.347 6.225
H 2.623 1.672 -0.290
H 1.736 -2.247 -0.135
H -1.900 -1.434 4.511
C 3.824 -1.000 -2.568
H 3.356 1.988 -2.667
C -0.863 0.310 -2.479
C 2.730 -2.131 -0.556
C -2.712 1.598 3.241
H -3.443 0.378 7.314
O 1.111 1.153 -1.506
C 2.680 -1.553 -1.931
```

## Properties
* spin multiplicity: 1
* E: -42098.773 eV
* E_HOMO: -0.2857 hartree
* structure (SMILES): CCOC(=O)CN(Cc1sccc1C)C(=O)Nc1ccc(OCC)cc1
* Kohn-Sham gap: 8.434 eV
* largest force on an atom: 0.636 eV/A

---

What is the largest force on an atom in the third record? 2.270 eV/A

---

The lowest largest force on an atom belongs to which entry? C19H24N2O4S